Entry 1:
Formula: C3H5Cl2O3S
Source: the Open Molecules 2025 dataset
Level of theory: wB97M-V/def2-TZVPD

Structure (XYZ):
```
14
Properties=species:S:1:pos:R:3:forces:R:3
C -0.81539 0.46444 -0.26173 -0.1 -1.8 2.3
C 1.35310 -0.68034 0.15748 1.6 -1.8 -0.2
C 0.37561 0.24624 0.65789 -2.4 -0.8 2.2
O 0.64778 -1.47717 2.99493 -1.9 0.9 -1.1
O -1.27471 -2.02374 1.51247 0.5 0.2 -0.3
O -1.46624 -0.05174 2.92057 1.4 -0.7 -0.6
S -0.54494 -0.98240 2.23153 1.4 1.0 0.7
Cl 2.30130 0.04225 -1.19940 0.8 0.4 -0.5
Cl 1.17664 1.64091 1.39450 -0.4 0.1 0.0
H -1.16819 1.42229 -0.37537 -0.7 2.4 0.3
H -1.60948 -0.18157 0.17536 0.2 0.6 -0.7
H -0.60264 0.13671 -1.22114 0.6 -0.9 -2.0
H 0.86582 -1.47880 -0.43119 0.1 -0.1 1.2
H 2.06826 -1.01861 0.98023 -1.0 0.3 -1.4
```
Forces are in eV/Å.

The charge is -1. Its SMILES is C[C@](Cl)(CCl)S(=O)(=O)[O-]. The calculation puts the HOMO energy at -5.20 eV. The calculation puts the largest force on an atom at 3.40 eV Å⁻¹.


Entry 2:
Formula: C3H5Cl2OP
Source: the Open Molecules 2025 dataset
Level of theory: wB97M-V/def2-TZVPD

Structure (XYZ):
```
12
Properties=species:S:1:pos:R:3:forces:R:3
C -1.09118 0.94047 -1.09060 -1.4 -0.7 1.8
C -1.45218 0.27842 -0.13044 2.0 -1.4 -0.6
C -1.48625 -0.73008 0.98437 -0.5 3.8 0.7
O 1.80128 0.62402 -1.40678 -0.7 -1.0 -0.3
P 2.93721 -0.07794 -0.48366 -2.2 0.6 -0.1
Cl 1.78698 -1.73773 0.08909 0.4 -0.2 0.0
Cl 2.49548 1.07105 1.18398 0.5 0.0 0.5
H 0.80648 0.37833 -1.25661 2.0 0.6 0.0
H -1.21623 1.77670 -1.69301 0.2 0.9 -1.1
H -2.48913 -0.42069 1.40055 0.8 -1.3 0.2
H -1.39206 -1.75213 0.66226 0.0 -0.2 0.0
H -0.70042 -0.35042 1.74084 -1.1 -1.1 -1.1
```
Forces are in eV/Å.

Its SMILES is OP(Cl)Cl.C#CC. The calculation puts the HOMO energy at -10.23 eV. The calculation puts the largest force on an atom at 3.93 eV Å⁻¹.


Entry 3:
Formula: C3H5ClF2
Source: the Open Molecules 2025 dataset
Level of theory: wB97M-V/def2-TZVPD

Structure (XYZ):
```
11
Properties=species:S:1:pos:R:3:forces:R:3
C -1.01942 -0.52986 0.73064 0.0 1.6 -3.6
C 0.10165 0.30903 0.09535 1.2 -0.2 1.4
C 0.55939 -0.09187 -1.26084 -1.1 -1.2 -0.9
H -1.01887 -0.41768 1.75036 -0.1 0.2 2.5
H -1.05624 -1.55967 0.40877 0.2 -0.3 -0.1
H -0.19838 1.35632 0.06296 -0.2 -0.2 0.3
H 1.10009 -1.04712 -1.29329 -0.2 0.2 0.2
H 1.16301 0.67368 -1.72460 0.0 0.3 -0.2
F -2.14011 0.13437 0.18081 -0.3 -0.7 0.7
F -0.64722 -0.28597 -1.99805 1.1 0.2 0.0
Cl 1.60274 0.24912 1.16235 -0.5 0.0 -0.3
```
Forces are in eV/Å.

Its SMILES is FCC(Cl)CF. The calculation puts the HOMO energy at -11.36 eV. The calculation puts the largest force on an atom at 3.88 eV Å⁻¹.


Entry 4:
Formula: C3H5ClF2S
Source: the Open Molecules 2025 dataset
Level of theory: wB97M-V/def2-TZVPD

Structure (XYZ):
```
12
Properties=species:S:1:pos:R:3:forces:R:3
C 2.09322 -0.31360 -0.34183 -1.3 1.8 0.7
C 0.35518 1.56617 0.30745 1.0 1.6 -1.8
C -1.67334 -1.02884 0.05536 -2.7 1.0 -2.4
F -2.26993 0.12547 -0.49500 1.1 -0.6 1.0
F -2.46645 -1.98850 -0.48266 0.4 -0.6 0.2
S 1.49184 0.63101 0.94757 0.7 -2.3 -0.8
Cl -1.87086 -1.05429 1.75277 0.4 0.2 0.6
H 1.68841 -0.04680 -1.32809 0.1 -0.3 0.4
H -0.69729 -1.12494 -0.37897 0.8 0.1 0.5
H 3.09224 -0.63250 -0.27909 1.1 -0.5 0.2
H 0.73668 2.01976 -0.68955 -1.7 -0.7 1.7
H -0.47970 1.84707 0.93204 0.1 0.4 -0.3
```
Forces are in eV/Å.

The calculation puts the HOMO energy (spin up / spin down) at -8.20 / -8.16 eV. The calculation puts the largest force on an atom at 3.73 eV Å⁻¹.


Entry 5:
Formula: C3H5ClFN
Source: the Open Molecules 2025 dataset
Level of theory: wB97M-V/def2-TZVPD

Structure (XYZ):
```
11
Properties=species:S:1:pos:R:3:forces:R:3
C -0.34382 0.12557 -0.53768 0.5 1.9 2.2
C 0.28014 0.51935 0.82620 0.3 -1.5 2.2
C 1.10359 0.11934 -0.29109 3.1 2.3 0.1
H -1.70225 -0.90044 0.86004 1.5 -0.7 -5.1
H -2.26801 -1.02893 -1.61483 3.4 0.2 3.6
H -0.79289 0.95923 -0.93271 -0.4 1.9 -1.6
H 0.25208 -0.25498 1.62970 -0.4 0.2 -0.9
H 0.47337 1.43859 1.37112 -0.5 0.6 -1.1
N -1.07460 -1.02414 -0.46947 -6.2 -2.7 1.6
F 1.91005 1.26041 -0.68761 -1.4 -1.4 -0.5
Cl 2.16235 -1.21400 -0.15366 0.1 -0.8 -0.4
```
Forces are in eV/Å.

The calculation puts the HOMO energy at -9.83 eV. The calculation puts the largest force on an atom at 6.96 eV Å⁻¹.


Entry 6:
Formula: C3H5ClFNO2
Source: the Open Molecules 2025 dataset
Level of theory: wB97M-V/def2-TZVPD

Structure (XYZ):
```
13
Properties=species:S:1:pos:R:3:forces:R:3
C -0.60215 -0.49621 -0.64221 -0.9 -2.7 0.2
C 0.93803 0.68676 1.54089 -1.1 -3.5 0.8
C 1.48521 0.21236 0.20543 -2.4 1.4 1.1
N -2.24318 0.00622 -1.81423 -2.4 0.2 -2.4
O -0.80263 -1.48568 -0.03302 0.3 -1.3 1.3
O 0.26679 0.33559 -0.76345 4.5 3.2 0.3
F -1.78096 -0.66333 -2.95997 -0.7 0.4 1.1
Cl -3.49799 -0.86651 -1.14030 -0.4 0.1 -0.6
H 1.67482 0.62914 2.35779 0.0 1.0 -0.5
H 0.38914 1.58263 1.31030 0.2 0.7 0.7
H 0.19139 -0.11467 1.93098 0.9 1.4 -0.8
H 1.81907 -0.75940 0.10450 0.7 -2.0 0.1
H 2.16247 0.93312 -0.09672 1.4 1.1 -1.3
```
Forces are in eV/Å.

As for the multiplicity: 3. The calculation puts the HOMO energy (spin up / spin down) at -6.10 / -11.42 eV. The calculation puts the largest force on an atom at 5.54 eV Å⁻¹.


Entry 7:
Formula: C3H5ClINO
Source: the Open Molecules 2025 dataset
Level of theory: wB97M-V/def2-TZVPD

Structure (XYZ):
```
12
Properties=species:S:1:pos:R:3:forces:R:3
C -0.54578 1.13944 1.35858 5.2 0.1 -2.0
C 0.02041 -0.92183 -1.22338 -0.2 3.3 -0.6
C 0.61287 -0.53270 0.13562 -0.7 2.0 0.5
N 0.22755 2.02383 1.58396 0.4 0.2 0.4
O -1.14731 -1.64268 -1.14905 -3.4 1.1 0.2
Cl 0.72485 -1.86301 1.22000 -0.1 -0.9 0.5
I 2.58595 0.31846 -0.13466 -0.7 0.1 0.0
H -1.51119 0.93302 1.17642 -3.5 -0.8 0.1
H -0.07525 0.02594 -1.89238 -0.1 -0.9 1.4
H 0.67187 -1.44296 -1.84752 1.5 -1.5 -0.5
H 0.39715 2.97874 1.92412 -0.8 -0.9 -0.1
H -1.96113 -1.01625 -1.15171 2.3 -1.7 0.1
```
Forces are in eV/Å.

The calculation puts the HOMO energy (spin up / spin down) at -7.83 / -7.83 eV. The calculation puts the largest force on an atom at 5.55 eV Å⁻¹.


Entry 8:
Formula: C3H5ClN2
Source: the Open Molecules 2025 dataset
Level of theory: wB97M-V/def2-TZVPD

Structure (XYZ):
```
11
Properties=species:S:1:pos:R:3:forces:R:3
C -1.99328 -0.32511 -0.55656 0.6 -0.5 -1.5
C 0.35759 0.43825 -0.20447 -0.1 -0.1 0.0
C -0.70152 -0.60924 0.11825 0.0 0.4 0.5
N -2.43110 1.62350 0.13146 -1.1 3.2 0.4
N -2.84317 2.64552 -0.00375 1.0 -2.6 0.1
Cl -3.27543 -1.24052 0.05160 -0.4 -0.4 0.5
H 1.32482 0.13709 0.18939 0.1 0.0 0.0
H 0.08656 1.39468 0.23604 0.1 0.1 0.0
H 0.44003 0.57045 -1.27956 0.0 0.0 -0.1
H -0.79031 -0.75717 1.20048 0.0 -0.1 0.0
H -0.39229 -1.57536 -0.30307 -0.2 0.0 -0.1
```
Forces are in eV/Å.

The calculation puts the HOMO energy at -8.37 eV. The calculation puts the largest force on an atom at 3.45 eV Å⁻¹.


Entry 9:
Formula: C3H5ClN2O2S
Source: the Open Molecules 2025 dataset
Level of theory: wB97M-V/def2-TZVPD

Structure (XYZ):
```
14
Properties=species:S:1:pos:R:3:forces:R:3
C -0.05970 -1.63865 -0.62954 2.3 1.8 3.6
C 1.39735 -0.29214 0.55576 -1.1 2.3 -1.0
C 0.86177 1.04704 -0.11550 -2.9 -1.7 -0.2
N 1.08276 -1.29032 -0.35684 -0.4 -0.9 -1.2
N -0.41043 0.72455 -0.83698 -1.3 0.4 0.5
O -2.88583 0.56983 -0.73573 -1.1 0.1 -0.5
O -1.68885 1.24462 1.33070 -0.1 -0.1 -0.3
S -1.69701 0.70255 0.00177 2.0 2.1 -0.5
Cl -1.57743 -1.46234 0.54841 0.6 -2.2 0.3
H -0.24657 -2.15521 -1.44076 -1.9 -2.7 -3.7
H 2.41048 -0.15029 0.69697 2.2 -0.2 0.4
H 0.90348 -0.51867 1.44288 -0.8 0.2 2.0
H 0.50044 1.85277 0.48927 1.1 0.4 1.2
H 1.40954 1.36626 -0.95041 1.6 0.5 -0.6
```
Forces are in eV/Å.

The calculation puts the HOMO energy at -10.13 eV. The calculation puts the largest force on an atom at 5.02 eV Å⁻¹.


Entry 10:
Formula: C3H5ClN2S
Source: the Open Molecules 2025 dataset
Level of theory: wB97M-V/def2-TZVPD

Structure (XYZ):
```
12
Properties=species:S:1:pos:R:3:forces:R:3
C 1.20529 1.58357 0.28384 0.9 3.2 0.6
C 0.32959 0.02489 -1.35195 3.1 -0.4 0.5
C -1.43377 0.23503 1.52748 0.1 -1.2 0.4
N 0.90032 0.96878 -0.69237 -0.9 -0.9 -0.3
N 0.95908 -1.17051 1.63899 1.4 3.8 1.8
S 0.17063 0.08486 2.05636 -2.1 -0.6 -0.6
Cl -2.47244 1.53954 2.14750 0.9 -0.5 -0.3
H 1.61151 2.66238 0.30072 -0.3 -1.9 -0.2
H 0.96334 -0.73805 -1.75608 0.4 -0.3 0.0
H -0.55136 0.14678 -1.82570 -3.1 0.7 -0.9
H -2.07538 -0.57136 1.05150 1.4 1.0 0.5
H 0.65624 -1.98542 1.26819 -1.9 -2.7 -1.6
```
Forces are in eV/Å.

The calculation puts the HOMO energy (spin up / spin down) at -7.93 / -7.93 eV. The calculation puts the largest force on an atom at 4.43 eV Å⁻¹.